Entry 1
Formula: C8H9N3S
Source: OMol25
Level of theory: ωB97M-V/def2-TZVPD

Last column: Löwdin charge in e.
Geometry (Å):
C1 2.1128 1.3663 -0.2211  -0.07
C2 3.0440 0.2343 -0.2536  -0.09
C3 0.7718 1.2456 -0.0620  -0.05
C4 2.5406 -1.0096 -0.0856  -0.03
C5 0.1362 -0.0416 -0.0780  -0.21
C6 1.0995 -1.1288 0.0823  -0.20
C7 -0.6029 -2.6217 0.7854  0.04
C8 -1.1994 -0.1501 0.1594  -0.62
N1 0.4691 -2.2421 0.4579  0.04
N2 -2.7107 1.7773 -0.1634  -0.02
N3 -1.9014 0.9492 0.6752  -0.17
S1 -2.2408 -1.1958 -0.8676  0.77
H1 2.4621 2.4056 -0.2169  0.10
H2 4.1789 0.3011 -0.3730  0.12
H3 0.2206 2.0756 -0.0954  0.06
H4 3.1563 -1.8364 -0.0995  0.08
H5 -1.3486 -3.3670 0.6157  0.05
H6 -2.0149 1.8656 -1.0186  0.12
H7 -3.5871 1.2982 -0.4029  0.05
H8 -1.2948 1.5527 1.1199  0.06
H9 -3.2914 -1.4782 0.0418  -0.07

Values from the calculation:
* highest occupied orbital energy (alpha / beta): -6.72 / -6.72 eV
* E_LUMO (alpha / beta): 0.20 / 0.20 eV
* orbital gap (alpha / beta): 6.92 / 6.92 eV


Entry 2
Formula: C8H9N3S
Source: OMol25
Level of theory: ωB97M-V/def2-TZVPD

Last column: Löwdin charge in e.
Geometry (Å):
C1 -2.9668 1.4260 -0.6627  -0.23
C2 3.0877 0.2729 -0.3291  -0.06
C3 2.7131 0.7560 1.0011  -0.07
C4 2.1385 0.0769 -1.2747  -0.13
C5 1.4097 0.7526 1.3037  -0.07
C6 0.8538 0.3525 -1.0551  -0.03
C7 0.4355 0.6546 0.2831  -0.22
C8 -2.2485 -2.3919 0.0089  -0.37
N1 -3.6961 2.2212 -1.0802  0.11
N2 -0.8924 1.0417 0.5310  -0.08
N3 -1.9157 0.3423 -0.1398  -0.43
S1 -2.7635 -0.8282 0.8535  0.83
H1 4.0894 0.1755 -0.5045  0.07
H2 3.5250 0.6834 1.7042  0.10
H3 2.4840 -0.1051 -2.2428  0.10
H4 1.0615 1.0149 2.3103  0.11
H5 0.2224 0.2971 -1.8953  0.10
H6 -2.8419 -3.3023 0.2908  0.05
H7 -1.2208 -2.7238 0.4539  0.06
H8 -2.1814 -2.1198 -1.0023  0.00
H9 -1.2936 1.4033 1.4459  0.16

Values from the calculation:
* highest occupied orbital energy: -8.28 eV
* SMILES string: CSN(C#N)Nc1ccccc1
* E_LUMO: 0.56 eV
* orbital gap: 8.84 eV


The structure shown above that is most stable: entry 2.